Formula: C3H3NO
Source: the OMol25 dataset
Level of theory: ωB97M-V/def2-TZVPD

Structure (XYZ):
```
8
Properties=species:S:1:pos:R:3
C 0.3120 -0.4618 0.8669
C -0.1086 0.0440 -0.2983
O -0.6722 -0.8052 -1.1955
C -0.0600 1.4485 -0.6349
N -0.0499 2.5924 -0.8081
H -0.1735 -1.3540 1.2701
H -0.3701 -1.6176 -0.7874
H 1.0280 0.0219 1.4974
```

Properties
**ΔE to the lowest compared entry with this formula, charge and spin**: 25.63 kcal/mol
**Largest force on an atom**: 1.19 eV Å⁻¹
**SMILES**: C=C(O)C#N
**LUMO level**: 0.0041 hartree